# C20H45N2OP3SSc

A structure of composition C20H45N2OP3SSc in a non-equilibrium geometry (ωB97M-V/def2-TZVPD, OMol25).

```
73
Properties=species:S:1:pos:R:3:mulliken_charge:R:1
Sc 0.00721 -0.56256 -0.07833 -0.67
P -0.48382 0.78873 2.18723 1.24
P -2.53959 -1.46170 0.22146 1.13
P 2.50286 0.29237 -0.42616 1.31
H -1.70280 0.29252 -2.22481 0.43
C -0.62364 0.07002 -2.22462 -0.37
C -0.15820 -1.25770 -2.33795 -0.30
H -0.84429 -2.11223 -2.41774 0.28
C -1.21818 2.31535 1.48008 -0.51
C -1.63814 0.47622 3.56761 -1.42
C 0.97224 1.56426 2.97433 -1.19
C -3.19507 -2.66789 -1.00725 -1.26
C -2.88461 -2.36702 1.78219 -0.90
C -3.89794 -0.20909 0.22234 -1.28
C 3.28595 -0.32952 -1.96200 -1.41
C 3.74690 0.05648 0.88523 -1.15
C 2.67217 2.06723 -0.74330 -0.86
H 0.01284 0.92390 -2.49598 0.35
H 0.86771 -1.50465 -2.62968 0.16
H -1.29750 3.07385 2.26731 0.44
H -2.19489 2.09077 1.02782 0.49
H -0.51629 2.70537 0.73595 -0.53
H -1.50805 1.28203 4.30541 0.51
H -1.40589 -0.48015 4.05363 0.43
H -2.68593 0.48439 3.21987 0.39
H 0.61137 2.16062 3.82422 0.55
H 1.47753 2.23443 2.24868 0.29
H 1.66290 0.79170 3.33581 0.34
H -4.29328 -2.64949 -0.98869 0.46
H -2.84491 -3.69310 -0.81355 0.26
H -2.85966 -2.38554 -2.01317 0.41
H -3.94606 -2.66300 1.82818 0.44
H -2.64167 -1.73590 2.64469 0.15
H -2.25888 -3.26783 1.84860 0.14
H -4.88676 -0.69428 0.25045 0.49
H -3.82976 0.38971 -0.69791 0.39
H -3.81962 0.48546 1.07070 0.29
H 4.12076 0.32900 -2.24382 0.44
H 2.54297 -0.31577 -2.77126 0.39
H 3.64249 -1.35823 -1.82596 0.37
H 4.70039 0.51098 0.57937 0.44
H 3.89640 -1.01208 1.08647 0.43
H 3.40108 0.53529 1.81273 0.26
H 3.65757 2.35788 -1.12766 0.58
H 2.45030 2.63841 0.16468 0.33
H 1.91487 2.35270 -1.47780 -0.34
C 0.64397 4.72010 -1.80353 0.87
C -0.11750 5.86031 -1.52735 -0.59
C -0.09313 6.90761 -2.47368 -0.45
C 0.66005 6.82853 -3.65703 -0.56
C 1.44962 5.69938 -3.88154 -0.45
C 1.51479 4.68619 -2.90331 -0.39
O 0.43899 3.54769 -1.08807 -0.41
H -0.45978 3.49686 -0.67950 0.18
H -0.65033 5.86908 -0.56529 0.36
H -0.66000 7.80957 -2.25225 0.38
H 0.66227 7.63719 -4.39303 0.40
H 2.07089 5.60436 -4.79933 0.35
H 2.21880 3.84969 -2.92738 0.30
C -0.65674 -5.74813 -0.14575 -1.21
N 0.26741 -4.60032 -0.08853 -0.04
C 0.67012 -4.02900 1.06047 0.61
S 1.27409 -2.40746 1.08108 -0.35
N 0.51760 -4.66781 2.25234 -0.19
C 0.90204 -6.07797 2.45139 -0.91
H -1.26283 -5.81623 0.77994 0.45
H -0.09137 -6.68928 -0.30392 0.38
H -1.33484 -5.58949 -0.99592 0.36
H 0.37454 -3.99935 -0.91948 0.19
H 0.71597 -4.09337 3.08207 0.29
H 1.88988 -6.12897 2.94105 0.33
H 0.18090 -6.56337 3.12519 0.32
H 0.90351 -6.64775 1.51401 0.36
```

Output
HOMO level, eV: -14.85
Total charge: +3
Electronic energy, eV: -85875.0128
2S+1: 1
Energy relative to the best compared isomer or geometry (same formula, charge and spin), eV: 1.964
Orbital gap, hartree: 0.129

=====

# C20H46BiOP4S

A structure of composition C20H46BiOP4S in a non-equilibrium geometry (ωB97M-V/def2-TZVPD, OMol25).

```
73
Properties=species:S:1:pos:R:3:mulliken_charge:R:1
Bi 0.37623 -0.19225 -0.11539 1.13
P -1.57543 2.59108 1.59281 1.38
P 0.60340 -2.02234 1.87767 0.60
P -2.20574 -1.29533 -0.36579 0.55
H 2.67220 0.59075 -3.94699 0.18
C 2.16994 1.24046 -4.67486 -0.46
C 1.42957 2.30051 -4.31978 -0.37
H 1.29594 2.57780 -3.26524 0.16
C -0.75453 4.16422 1.83708 -1.20
C -1.97262 1.88369 3.19545 -1.16
C -3.06246 2.84221 0.62760 -1.21
C 1.21248 -3.70104 1.49857 -1.26
C 1.83618 -1.44640 3.08542 -1.05
C -0.84831 -2.36548 2.93078 -1.22
C -3.05353 -0.64048 -1.83675 -0.98
C -3.45693 -1.04370 0.93802 -0.96
C -2.26559 -3.09012 -0.67104 -0.91
H 2.28647 0.97534 -5.72956 0.28
H 0.89070 2.89574 -5.06755 0.25
H -0.08908 4.39358 0.99303 0.33
H -0.16641 4.15519 2.76611 0.37
H -1.52585 4.94680 1.90808 0.51
H -1.04596 1.58712 3.70984 0.34
H -2.61525 0.99785 3.08262 0.33
H -2.49463 2.64528 3.79945 0.46
H -2.83574 2.71474 -0.44008 0.42
H -3.41097 3.87287 0.79663 0.45
H -3.85237 2.13736 0.91848 0.37
H 1.27928 -4.26544 2.44215 0.47
H 2.20712 -3.65309 1.03888 0.44
H 0.53435 -4.22302 0.81276 0.34
H 1.97823 -2.22770 3.84605 0.57
H 1.50246 -0.52331 3.57696 0.25
H 2.79782 -1.25466 2.58764 0.28
H -0.50159 -2.93460 3.80781 0.55
H -1.60342 -2.96348 2.39802 0.38
H -1.30767 -1.42926 3.28012 0.23
H -3.95244 -1.25302 -2.00204 0.48
H -2.40589 -0.70156 -2.72440 0.13
H -3.34674 0.40735 -1.67222 0.32
H -4.34222 -1.64229 0.67500 0.51
H -3.74558 0.01561 0.99665 0.09
H -3.08567 -1.36960 1.91911 0.21
H -3.28548 -3.31411 -1.01263 0.52
H -2.05368 -3.65898 0.24382 0.32
H -1.55017 -3.38070 -1.45317 0.03
C 0.40096 -2.24056 -3.14054 0.80
C 0.09750 -3.54720 -3.58668 -0.55
C -0.68145 -3.72784 -4.73026 -0.58
C -1.16911 -2.62336 -5.44367 -0.54
C -0.83621 -1.32650 -5.02788 -0.56
C -0.06962 -1.13926 -3.88646 -0.65
S 1.38394 -2.03591 -1.72167 -0.29
H -0.70462 1.68460 0.89399 -0.54
H 0.48532 -4.39330 -3.01601 0.48
H -0.91794 -4.74468 -5.06179 0.42
H -1.80842 -2.76662 -6.31868 0.44
H -1.16584 -0.45555 -5.60022 0.46
H 0.23377 -0.14749 -3.56679 0.37
C 2.75466 3.78980 1.59956 -1.14
P 3.03221 2.02613 1.70352 0.86
C 4.47073 1.62775 0.72261 -1.25
C 3.35111 1.64025 3.42411 -1.21
O 1.81596 1.24186 1.22452 -0.37
H 3.71924 4.31199 1.56660 0.46
H 2.19875 4.13599 2.48027 0.31
H 2.18595 4.02449 0.69212 0.29
H 5.26567 2.35846 0.92003 0.44
H 4.83510 0.62516 0.98001 0.35
H 4.21199 1.65778 -0.34410 0.39
H 2.40252 1.59625 3.97423 0.33
H 3.85971 0.67179 3.50584 0.36
H 3.98770 2.41239 3.87219 0.46
```

Output
HOMO level, eV: -15.71
Total charge: +3
Electronic energy, eV: -77340.6879
2S+1: 1
Energy relative to the best compared isomer or geometry (same formula, charge and spin), eV: 0.151
Orbital gap, hartree: 0.236